Here is C4H9NO as an isolated structure from the OMol25 dataset. Energies are from wB97M-V/def2-TZVPD.

Positions of all 15 atoms, in Å:
C  0.70872  -0.21224  -1.57263
N  0.66454  -0.18834  -0.31528
C  1.53876  -0.88683  0.58191
C  -0.66047  1.09700  0.25583
O  -0.11998  1.87826  1.02478
C  -1.81099  0.18089  0.65959
H  1.07924  -1.04344  -2.16248
H  -0.78528  1.26965  -0.84962
H  0.39487  0.69103  -2.10051
H  2.27123  -0.12423  0.88301
H  2.05996  -1.70856  0.08486
H  1.03609  -1.21994  1.49328
H  -1.70682  -0.25728  1.65474
H  -2.03414  -0.59524  -0.08340
H  -2.65469  0.87963  0.67439

Forces on atoms 1 to 3 (eV/Å):
0.399 -0.260 0.160
0.382 0.101 -0.662
0.057 -0.291 -0.010

Calculated values
- spin multiplicity = 1
- orbital gap (eV) = 8.9

Here is one molecule with the formula C4H9NO from the OMol25 dataset. Energies are from wB97M-V/def2-TZVPD.

Positions of all 15 atoms, in Å:
C  -0.74144  -0.17939  -1.01999
C  -1.49015  -0.78607  1.47478
O  -0.74151  0.31898  1.76113
C  0.23876  0.65410  1.00934
N  0.46553  -0.03339  -0.15109
C  1.68604  0.34783  -0.84347
H  -1.55897  0.49300  -0.74275
H  -0.40313  0.09156  -2.01785
H  -1.15195  -1.19358  -1.03317
H  -2.27007  -0.91686  2.20411
H  -0.87952  -1.62769  1.15255
H  0.82359  1.51498  1.31920
H  1.74921  1.43538  -1.00449
H  1.69836  -0.14414  -1.81669
H  2.57525  0.02530  -0.29160

Forces on atoms 1 to 3 (eV/Å):
0.156 0.053 -0.262
-0.029 -0.262 0.409
-0.570 -0.042 0.250

Calculated values
- spin multiplicity = 1
- orbital gap (spin up / spin down) (eV) = 7.6 / 7.0

Here is one molecule with the formula C4H9NO in a non-equilibrium geometry from the OMol25 dataset. Energies are from wB97M-V/def2-TZVPD.

Positions of all 15 atoms, in Å:
C  -1.36657  0.06405  0.95332
C  -0.21711  -0.41746  0.07289
C  -0.53665  -0.41922  -1.42156
N  0.96919  0.41702  0.26924
C  2.31894  -0.04164  -0.09138
O  2.04548  -0.03859  1.30084
H  -2.23449  -0.59265  0.82537
H  -1.67591  1.08254  0.67872
H  -1.08105  0.05494  2.01251
H  0.10235  -1.41780  0.38541
H  0.36617  -0.67847  -1.98614
H  -0.89860  0.56396  -1.74956
H  -1.31446  -1.16126  -1.63420
H  0.81539  1.32065  0.70883
H  2.91613  0.86755  -0.33138

Forces on atoms 1 to 3 (eV/Å):
0.046 0.042 0.013
-0.104 -0.422 0.054
0.022 0.009 0.001

Calculated values
- spin multiplicity = 1
- orbital gap (eV) = 8.1

Here is a 2-piece molecular cluster, C4H9NO overall in a non-equilibrium geometry from the OMol25 dataset. Energies are from wB97M-V/def2-TZVPD.

Positions of all 15 atoms, in Å:
C  1.52185  1.60194  0.19205
C  1.10100  0.43599  0.64523
C  1.65549  -0.87707  0.19462
H  1.32067  2.63504  0.40561
H  2.26494  1.50188  -0.60215
H  0.53043  0.40996  1.57284
H  1.14218  -1.72426  0.64147
H  1.67130  -1.00679  -0.88545
H  2.69486  -0.89194  0.53130
N  -2.60922  0.27533  -0.57279
C  -2.02288  -0.94214  -0.36791
O  -1.82865  -1.79468  -1.19037
H  -2.48152  0.82532  -1.40314
H  -3.18539  0.67753  0.14356
H  -1.77505  -1.12611  0.69513

Forces on atoms 1 to 3 (eV/Å):
1.075 -0.374 -1.590
-0.197 0.454 1.390
0.411 -0.029 0.025

Calculated values
- SMILES = C=CC.NC=O
- spin multiplicity = 1
- orbital gap (eV) = 10.6

Here is a 2-piece molecular cluster, C4H9NO overall from the OMol25 dataset. Energies are from wB97M-V/def2-TZVPD.

Positions of all 15 atoms, in Å:
C  0.55109  -1.84883  1.67272
C  -0.13363  -1.10528  0.84115
N  -0.73450  -0.30790  0.13101
C  -2.02266  -0.61619  -0.47797
H  0.30190  -1.80422  2.72679
H  1.36613  -2.47907  1.34029
H  -2.27429  -1.68091  -0.42084
H  -2.78472  -0.03603  0.05013
H  -2.01654  -0.29268  -1.52156
C  1.42091  1.79552  -1.03201
O  1.37486  1.73376  0.37138
H  1.88072  0.90057  -1.48099
H  2.02502  2.66511  -1.30627
H  0.42126  1.91498  -1.47546
H  0.62444  1.16117  0.58163

Forces on atoms 1 to 3 (eV/Å):
-0.057 0.061 -0.070
-0.271 0.251 -0.161
0.362 -0.523 0.503

Calculated values
- SMILES = C=C=NC.CO
- spin multiplicity = 1
- orbital gap (eV) = 10.1

Here is one molecule with the formula C4H9NO in a non-equilibrium geometry from the OMol25 dataset. Energies are from wB97M-V/def2-TZVPD.

Positions of all 15 atoms, in Å:
C  -1.31619  -0.80818  0.28899
N  -0.40768  0.33556  0.36142
C  -0.99796  1.52910  -0.19587
C  0.86888  0.09404  -0.15360
C  1.88994  -0.46657  0.52737
O  2.70977  -1.17589  -0.28918
H  -1.63599  -1.05511  -0.74318
H  -2.21193  -0.57846  0.87688
H  -0.84794  -1.69715  0.72038
H  -1.90746  1.76887  0.35777
H  -0.29376  2.35837  -0.08650
H  -1.25652  1.42654  -1.26924
H  1.15543  0.54708  -1.12066
H  2.13284  -0.42550  1.58947
H  2.02124  -1.17331  -1.00717

Forces on atoms 1 to 3 (eV/Å):
-0.069 -0.076 0.132
-0.059 0.250 0.189
-0.193 0.319 0.034

Calculated values
- SMILES = CN(C)/C=C/O
- spin multiplicity = 1
- orbital gap (eV) = 8.8

In the order shown, the computed total energy values come out to -287.7112; -287.6523; -287.6157; -287.7631; -287.7291; -287.7162 Eh.
In the order shown, the computed energy above the lowest of the compared OMol25 structures with the same formula, charge and spin values come out to 318.4; 473.1; 569.1; 182.2; 271.4; 305.2 kJ/mol.